1.
Molecular formula: C6H9AsF6IN4PdSSe
Method: DFT, ωB97M-V with the def2-TZVPD basis set

## Properties
* orbital gap (alpha / beta): 8.95 / 5.06 eV
* net charge: +2
* multiplicity: 6
* ΔE to the lowest compared entry with this formula, charge and spin: 11.45 kcal/mol
* lowest unoccupied orbital energy (alpha / beta): -7.31 / -10.78 eV

```
30
Properties=species:S:1:pos:R:3:forces:R:3:mulliken_charge:R:1
Pd 0.4881 -0.8092 -1.9421 -1.13 1.16 0.49 0.60
I 3.3513 0.3430 -1.5181 -0.14 -0.78 -0.51 0.49
C 2.5461 -1.3015 -2.5695 0.59 0.45 0.99 -0.84
H 2.7521 -2.2413 -2.0506 0.09 0.17 -0.24 0.43
H 2.7741 -1.2520 -3.6325 -0.26 0.04 0.10 0.46
Se -3.0083 0.2977 -4.8179 -0.35 0.26 -0.30 0.33
C -2.1891 -0.3447 -3.3816 0.01 0.17 -0.11 0.52
N -1.6291 -0.7267 -2.4427 0.92 -0.45 0.64 -0.45
C 1.0263 1.3170 2.9679 -0.24 1.36 -0.47 -1.64
C 1.1284 0.4023 1.7762 0.72 -0.43 -0.02 0.66
C 0.0817 -0.6075 1.6355 0.46 0.43 -0.29 -0.08
N -0.1678 -1.1552 0.4320 0.30 -0.84 -0.56 0.55
N -0.8555 -2.2432 0.4874 -0.77 -0.82 0.02 -0.53
C -1.2813 -2.5512 1.7759 -0.12 -0.34 -1.31 0.54
N -1.9703 -3.6514 2.0011 0.22 0.53 -0.17 -0.25
S -0.7748 -1.3757 2.8993 0.27 0.47 0.88 -0.02
H 1.7539 2.1468 2.8881 -0.32 -0.55 0.01 0.36
H 1.1812 0.8268 3.9053 0.15 -0.45 0.59 0.53
H 0.0370 1.7813 2.9646 0.08 0.08 0.10 0.43
H 2.0805 -0.1809 1.8121 -0.36 -0.01 0.18 0.27
H 1.2199 0.9031 0.8162 -0.34 0.45 -0.02 -0.19
H -2.2195 -4.2889 1.2463 0.15 0.26 -0.06 0.29
H -2.3052 -3.8971 2.9222 0.00 0.02 0.17 0.27
F -1.2374 1.3861 -0.1690 0.12 -0.40 -0.67 -0.46
As -0.5871 2.6835 -1.1908 -2.92 2.80 1.14 1.95
F -1.6247 3.7755 -0.4247 -0.44 0.19 0.10 -0.45
F -1.8005 2.3969 -2.4635 1.11 -0.55 0.79 -0.49
F 0.1438 3.9003 -2.1243 0.18 -0.19 -0.40 -0.45
F 0.5050 1.5424 -1.8562 1.28 -2.82 -1.44 -0.35
F 0.5813 2.9237 0.0534 0.71 -0.21 0.37 -0.48
```
Forces are in eV/Å.



2.
Molecular formula: C6H9BIN2O7P
Method: DFT, ωB97M-V with the def2-TZVPD basis set

## Properties
* orbital gap: 3.31 eV
* lowest unoccupied orbital energy: -2.68 eV

```
27
Properties=species:S:1:pos:R:3:forces:R:3:mulliken_charge:R:1
N -2.5705 1.1594 -2.5190 2.33 -1.05 2.36 -0.70
P -1.4887 1.4702 -1.3437 -0.70 -0.26 -0.87 0.69
O -0.4884 2.7615 -1.9050 -1.24 -1.83 2.86 -0.37
O -2.3982 1.9147 0.0528 2.49 -1.49 -1.76 -0.40
C -0.4542 -0.0890 -1.0073 0.22 -0.25 2.11 -0.07
N 0.0368 -0.9203 -2.1143 1.28 -1.42 1.70 -0.06
C 0.8494 -2.1381 -1.9348 0.06 0.18 4.45 -0.33
C 1.2364 -2.6591 -0.5024 -1.84 2.93 -2.20 -0.68
C 0.7584 -1.8212 0.7823 -0.97 2.56 -3.38 0.46
C 1.0979 -2.2296 2.2870 -2.62 -2.52 2.88 0.18
O 0.3054 -3.0116 2.9070 3.13 3.35 -3.01 -0.51
O 2.2255 -1.7551 3.0288 -2.17 0.01 -1.74 -0.44
C -0.0933 -0.5362 0.4545 1.81 -2.91 -0.20 0.62
O -0.4972 0.2379 1.6170 2.47 0.20 -2.11 -0.62
B 0.6166 1.1891 1.7808 1.50 0.72 -0.07 0.53
O 0.8670 2.2167 0.7656 -2.16 -1.00 2.33 -0.43
O 1.5374 1.1556 2.8905 -1.12 -0.94 -2.26 -0.49
H -2.3955 0.1768 -2.8173 -0.52 0.58 -0.50 0.21
H -0.3580 3.4314 -1.1866 -0.04 -0.66 -0.96 0.34
H -2.7605 1.0397 0.3621 0.34 1.07 -0.26 0.30
H -0.1868 -0.5921 -3.0720 0.40 -0.46 1.06 0.31
H 1.2005 -2.6916 -2.8774 -0.75 1.12 1.67 0.34
H 1.8750 -3.6045 -0.3831 -1.21 1.72 -0.33 0.34
H 1.9222 -1.7581 3.9717 0.24 -0.35 -0.99 0.36
H 0.0502 2.7840 0.8309 1.02 -0.65 -0.39 0.29
H 2.3838 0.7066 2.6409 -1.00 0.54 0.39 0.34
I -3.2715 3.5626 -2.7092 -0.95 0.80 -0.78 -0.21
```
Forces are in eV/Å.



3.
Molecular formula: C6H9BrN2OS2
Method: DFT, ωB97M-V with the def2-TZVPD basis set

## Properties
* orbital gap: 9.56 eV
* ΔE to the lowest compared entry with this formula, charge and spin: 0.00 kcal/mol
* SMILES: COc1c(Br)csc1S(C)(=N)=N
* lowest unoccupied orbital energy: 0.44 eV

```
21
Properties=species:S:1:pos:R:3:forces:R:3:mulliken_charge:R:1
C -1.2314 2.4763 -0.1536 2.64 -3.24 -2.98 -0.81
O -0.7721 1.3343 0.5973 -0.48 0.20 1.00 -0.44
C -1.0316 0.1094 0.1272 -0.17 0.31 -0.41 0.36
C -2.2632 -0.4765 -0.1932 -2.72 -0.33 -0.79 0.07
Br -4.0601 0.3576 -0.1483 1.59 -0.40 0.08 -0.19
C -2.1732 -1.7583 -0.6588 -0.21 -0.37 -0.19 -0.28
S -0.5574 -2.3195 -0.5950 0.08 0.57 -0.21 -0.13
C -0.0173 -0.7599 -0.1145 1.00 0.84 1.30 -0.09
S 1.6081 -0.0609 0.4992 1.37 -2.87 0.33 1.09
C 2.4680 -1.5313 -0.2851 0.21 0.36 1.14 -0.92
N 1.6670 -0.0188 2.0588 2.97 3.67 -4.56 -0.72
N 2.1227 1.1198 -0.3268 -0.24 -0.66 0.46 -0.78
H -1.4779 2.0577 -1.1638 -0.22 0.76 0.64 0.38
H -0.3115 3.0159 -0.3075 -0.13 0.95 0.19 0.29
H -2.0324 2.9282 0.2736 -2.11 1.53 1.41 0.31
H -2.9276 -2.4070 -1.1377 0.37 0.65 0.68 0.40
H 2.4807 -1.2984 -1.3506 -1.05 -0.52 -0.07 0.32
H 3.5523 -1.7692 -0.1347 -0.96 0.66 0.92 0.31
H 1.7889 -2.2886 0.2017 1.14 0.06 -1.33 0.31
H 1.1415 -0.6200 2.5339 -2.95 -3.22 2.14 0.26
H 2.0264 1.9093 0.2781 -0.13 1.05 0.30 0.27
```
Forces are in eV/Å.



4.
Molecular formula: C6H9BrSi
Method: DFT, ωB97M-V with the def2-TZVPD basis set

## Properties
* orbital gap (alpha / beta): 6.86 / 8.69 eV
* multiplicity: 3
* lowest unoccupied orbital energy (alpha / beta): 0.58 / -1.29 eV

```
17
Properties=species:S:1:pos:R:3:forces:R:3:mulliken_charge:R:1
C -1.3889 3.1977 0.7159 -0.44 0.48 1.68 -0.37
C 0.8341 -2.4873 0.9930 -0.89 0.71 1.21 -0.65
C 0.0636 -1.1732 -2.5838 0.28 -0.60 -2.54 -0.55
C -0.5220 2.3016 1.0527 2.56 -0.46 0.53 -0.42
C -0.1620 -1.5870 1.3382 2.74 -1.79 -4.22 -0.21
C 0.1285 -0.3214 -1.5905 1.54 1.68 1.49 -0.10
Si -0.9162 -0.5397 -0.0498 -0.45 -0.25 0.51 0.23
Br -3.0425 -1.2823 -0.4392 0.54 -0.09 -0.12 -0.34
H -1.4617 4.1732 1.2284 0.40 -0.04 -0.47 0.24
H -2.3269 2.9096 0.2813 -0.36 -0.22 -0.79 0.25
H 1.3423 -3.1387 1.7276 -0.51 0.54 0.04 0.24
H 1.2601 -2.7114 0.0091 -0.67 0.66 -0.03 0.22
H 0.5700 -0.9269 -3.5457 -0.13 -0.39 0.76 0.22
H -0.5039 -2.1186 -2.6313 0.03 0.72 0.37 0.24
H 0.4846 2.0037 1.5099 -1.88 0.85 -0.69 0.31
H -0.4364 -1.4782 2.3200 -0.73 0.13 2.26 0.46
H 0.9034 0.5874 -1.6391 -2.03 -1.94 0.02 0.23
```
Forces are in eV/Å.



5.
Molecular formula: C6H9Cl4O7Zr
Method: DFT, ωB97M-V with the def2-TZVPD basis set

## Properties
* orbital gap: 7.16 eV
* net charge: -1
* ΔE to the lowest compared entry with this formula, charge and spin: 2.83 kcal/mol
* lowest unoccupied orbital energy: 2.71 eV

```
27
Properties=species:S:1:pos:R:3:forces:R:3:mulliken_charge:R:1
Zr 0.0069 0.9421 0.7695 0.53 0.23 -0.11 1.30
C -1.2699 -0.7736 -2.2843 -0.02 -0.01 0.00 -0.61
O 0.1004 -0.6630 -1.9819 0.03 0.00 -0.02 -0.41
C 0.5381 -0.8291 -0.6093 -0.13 -0.05 -0.08 1.12
C 0.3746 -2.2763 -0.1822 0.06 -0.05 0.01 -1.58
H -1.3358 -0.9530 -3.3587 0.02 0.00 0.00 0.26
H -1.8191 0.1417 -2.0515 0.01 0.00 0.00 0.23
H -1.7458 -1.6134 -1.7678 0.00 0.00 0.00 0.27
H -0.6698 -2.5481 -0.0094 -0.01 0.04 -0.03 0.32
H 0.9120 -2.4615 0.7487 0.00 0.00 0.00 0.35
H 0.7721 -2.9476 -0.9550 0.01 0.00 0.01 0.38
Cl -2.4290 0.1507 0.5407 -0.37 -0.26 0.18 -0.14
C -2.9977 1.6871 -0.1910 0.09 0.16 -0.10 0.03
Cl -0.9010 2.0635 2.7366 -0.02 -0.08 0.08 -0.51
Cl -4.5000 2.2283 0.4697 -0.06 -0.06 -0.01 -0.23
C -2.0190 2.6468 -0.5253 0.26 -0.16 0.02 0.49
O -2.1841 3.8076 -0.8154 0.02 0.03 -0.04 -0.64
O -0.6992 2.0887 -0.5812 -0.16 0.19 0.10 -0.62
C 2.0222 -0.4626 -0.7608 -0.08 -0.12 0.11 -1.58
H 2.6183 -0.7077 0.1141 0.01 -0.03 -0.01 0.44
H 2.1601 0.6042 -0.9925 0.02 0.00 0.00 0.35
H 2.4245 -1.0124 -1.6177 -0.04 0.04 -0.04 0.48
O 3.2758 -0.6699 2.4370 0.10 -0.04 0.01 -0.61
Cl 2.1587 0.1564 2.7106 -0.26 0.24 -0.23 1.82
O 2.0840 1.2374 1.6586 -0.17 -0.17 0.18 -0.66
O 2.2163 0.7473 3.9888 0.03 0.00 0.07 -0.61
O 0.9064 -0.5835 2.5097 0.16 0.10 -0.06 -0.66
```
Forces are in eV/Å.



6.
Molecular formula: C6H9ClN2
Method: DFT, ωB97M-V with the def2-TZVPD basis set

## Properties
* orbital gap (alpha / beta): 8.23 / 7.02 eV
* ΔE to the lowest compared entry with this formula, charge and spin: 84.69 kcal/mol
* lowest unoccupied orbital energy (alpha / beta): 0.13 / 0.00 eV

```
18
Properties=species:S:1:pos:R:3:forces:R:3:mulliken_charge:R:1
C -0.7711 -2.5072 0.2956 -0.29 2.63 2.37 -0.31
C -0.7311 -1.2073 0.8653 -0.54 -1.70 -1.73 -0.37
C -0.4111 -1.2223 -1.3158 -0.15 3.07 -0.13 -0.31
C -0.8582 1.8260 0.8577 0.80 0.12 1.85 -1.11
C 2.1458 0.8660 -0.4768 -0.84 -2.04 2.44 -0.69
C -0.4898 1.0017 -0.3115 1.29 1.03 1.97 -0.27
N -0.6291 -2.4199 -1.0373 0.27 -3.51 0.17 -0.56
N -0.5387 -0.3002 -0.2390 -0.95 -5.66 0.06 0.14
Cl 2.3118 -0.7667 -0.9685 0.25 0.40 -0.60 -0.12
H -0.8993 -3.4021 0.9116 -0.06 0.21 -0.71 0.37
H -1.1824 -1.0496 1.8255 0.41 0.93 0.22 0.31
H -0.1266 -0.9659 -2.2932 0.06 1.05 -0.97 0.50
H -1.9387 2.1464 0.7832 1.33 0.35 0.18 0.27
H -0.0129 2.5554 0.8405 -1.51 0.62 0.10 0.31
H -0.6894 1.3856 1.9265 -0.51 0.09 -2.11 0.30
H 2.3632 1.6834 -1.0432 0.68 1.64 -2.21 0.47
H 2.5276 0.9000 0.5214 -0.14 0.43 0.61 0.30
H -0.0701 1.4767 -1.1419 -0.10 0.33 -1.53 0.76
```
Forces are in eV/Å.



7.
Molecular formula: C6H9ClN2O
Method: DFT, ωB97M-V with the def2-TZVPD basis set

## Properties
* orbital gap: 8.94 eV
* ΔE to the lowest compared entry with this formula, charge and spin: 20.32 kcal/mol
* SMILES: Cc1c(Cl)n(C)n(C)c1=O
* lowest unoccupied orbital energy: 0.60 eV

```
19
Properties=species:S:1:pos:R:3:forces:R:3:mulliken_charge:R:1
C -1.6401 -2.7477 0.1675 1.49 0.63 2.93 -1.26
C -1.0083 -1.3836 0.3559 -1.74 0.66 -1.34 0.30
C -1.5427 -0.1337 0.2286 3.81 1.17 0.23 0.22
Cl -3.0753 0.4431 -0.0687 -0.99 -0.08 -0.01 -0.16
N -0.4355 0.9417 0.2427 -2.37 -3.26 1.51 -0.15
C -0.6218 2.0082 -0.6957 -0.09 0.27 0.19 -0.97
N 0.6844 0.1232 0.2408 0.76 -2.21 -0.75 0.27
C 2.0100 0.5277 0.5632 0.63 0.01 -1.47 -0.93
C 0.4200 -1.2432 0.4037 1.03 0.84 0.24 0.30
O 1.2948 -2.0914 0.6115 -0.85 0.83 -0.32 -0.70
H -0.7983 -3.4171 -0.1406 -1.23 0.27 0.00 0.32
H -2.5416 -2.6978 -0.3683 -0.79 -0.15 -1.42 0.41
H -1.9979 -3.0215 1.1938 0.51 -0.40 -0.68 0.28
H 0.2379 2.4972 -1.0431 2.01 -0.26 -0.53 0.34
H -1.1854 1.6865 -1.5336 -0.65 -0.02 -0.94 0.36
H -1.0359 2.8678 -0.2133 -1.19 0.19 0.51 0.37
H 2.0128 1.5603 0.5199 0.19 2.33 0.06 0.40
H 2.2999 0.2336 1.5251 0.36 -0.63 1.52 0.34
H 2.8021 0.2023 -0.1488 -0.89 -0.19 0.27 0.27
```
Forces are in eV/Å.



8.
Molecular formula: C6H9ClN2O3S
Method: DFT, ωB97M-V with the def2-TZVPD basis set

## Properties
* orbital gap: 9.09 eV
* ΔE to the lowest compared entry with this formula, charge and spin: 0.00 kcal/mol
* SMILES: N[C@@]1(O)C=CC=C(Cl)[C@H]1S(N)(=O)=O
* lowest unoccupied orbital energy: 0.10 eV

```
22
Properties=species:S:1:pos:R:3:forces:R:3:mulliken_charge:R:1
N 2.0005 -0.2316 0.3598 -0.65 0.67 6.36 -0.72
C 0.8684 0.6325 0.3138 -0.22 -2.17 0.34 0.87
O 0.9805 1.3584 1.4952 -0.45 1.54 0.32 -0.58
C 1.0276 1.3202 -0.9913 -0.37 0.19 0.45 -1.01
C -0.0346 1.8658 -1.5418 -0.50 0.68 -0.59 -0.34
C -1.3537 1.7157 -0.9262 -0.10 2.53 -1.92 -0.38
C -1.5859 0.9066 0.0630 -2.08 -0.84 0.47 -0.21
Cl -3.2847 0.8095 0.4841 0.25 -0.23 0.76 -0.19
C -0.5870 -0.0239 0.5803 1.80 -0.51 -0.36 -0.02
S -0.8354 -1.6942 -0.1331 -1.85 -1.58 -0.11 1.29
N -0.1278 -2.7856 0.9293 0.12 3.28 -1.72 -0.50
O -2.2739 -1.9668 -0.1546 2.09 0.42 0.36 -0.68
O -0.0816 -1.8193 -1.3519 0.16 0.46 0.23 -0.64
H 1.9700 -0.7617 1.2972 0.40 0.73 -2.32 0.28
H 2.1562 -0.7280 -0.4086 0.71 -2.97 -3.74 0.19
H 1.7769 1.8851 1.3969 0.28 0.24 0.21 0.44
H 2.0348 1.2385 -1.3652 0.02 0.56 -0.41 0.51
H 0.0089 2.4615 -2.4457 0.09 -0.22 -0.12 0.43
H -2.1998 2.3527 -1.3121 1.12 -0.85 0.39 0.34
H -0.5589 -0.2088 1.6443 -0.48 0.17 0.35 0.45
H -0.6946 -3.3659 1.4631 -0.86 -1.22 0.84 0.21
H 0.7939 -2.9608 0.6035 0.52 -0.89 0.22 0.25
```
Forces are in eV/Å.